A cluster of 2 separate species, C7H15FO3P in total. Source: OMol25; level of theory: ωB97M-V/def2-TZVPD.

XYZ file:
```
27
Properties=species:S:1:pos:R:3:lowdin_charge:R:1
F -4.35545 -1.83536 2.88099 -0.02
C -3.33442 -1.15116 3.47372 -0.21
C -2.29730 -0.78663 2.42652 -0.20
C -2.34775 0.70774 2.04430 -0.36
P -0.72922 1.47395 1.79860 1.10
H -3.76538 -0.26531 3.92991 0.12
H -2.89477 -1.73998 4.26363 0.12
H -2.58383 -1.34297 1.54813 0.12
H -1.31000 -1.13736 2.69447 0.10
H -2.84465 1.29025 2.80418 0.09
H -2.90980 0.84691 1.12887 0.10
H -0.84397 2.83152 2.10378 0.01
H -0.25943 1.41891 0.48654 0.01
H 0.26367 0.97645 2.64498 0.03
C 2.90937 0.56517 -4.07312 -0.01
C 2.72561 -0.32549 -2.87095 -0.32
C 1.29325 -0.66290 -2.53269 -0.09
O 1.36207 -0.87833 -1.10920 0.04
C 2.40484 -0.14389 -0.64040 -0.58
O 2.63026 0.04483 0.51569 0.14
O 3.14328 0.33851 -1.65662 0.10
H 2.67279 0.02457 -4.98860 0.10
H 2.26765 1.44531 -4.00900 0.09
H 3.93787 0.91785 -4.13154 0.09
H 3.32843 -1.23065 -2.97315 0.16
H 0.92450 -1.55231 -3.03613 0.14
H 0.61237 0.17038 -2.72293 0.13
```

For the molar mass, the calculation gives 197.2 g mol⁻¹. The value obtained for the orbital gap is 10.64 eV. Its net charge is +1.

=====

The ion C7H15INO with charge +1. Source: OMol25; level of theory: ωB97M-V/def2-TZVPD.

XYZ file:
```
25
Properties=species:S:1:pos:R:3:lowdin_charge:R:1
C 0.58646 -0.27607 -0.26247 -0.59
C -1.62042 -1.32041 -0.18907 0.02
C 0.30585 -2.80152 0.05169 -0.06
C -0.20751 1.05989 1.91101 0.00
C 1.13371 2.61672 -1.24200 -0.05
C -0.13401 -1.39329 0.27854 -0.47
C 0.25443 1.17267 0.57602 -0.25
N 0.44000 2.29524 -0.03786 0.07
O 0.49995 0.02050 -1.60107 -0.03
I 2.91543 -0.20077 0.26043 0.81
H -2.10043 -2.08529 0.30121 0.08
H -1.72855 -1.41860 -1.23854 0.09
H -1.89929 -0.37884 0.05168 0.04
H 0.22157 -2.98284 -1.01592 0.09
H 1.36036 -3.00308 0.46735 0.10
H -0.35859 -3.49741 0.64146 0.12
H -0.02640 0.00189 2.18209 0.10
H -1.33373 1.12752 1.81867 0.15
H 0.11322 1.81513 2.60110 0.11
H 1.68664 1.79524 -1.74883 0.08
H 0.36352 2.76741 -1.92114 0.09
H 1.80522 3.44630 -1.20351 0.11
H -0.10254 -1.34200 1.30522 0.09
H 0.04115 3.14256 0.36650 0.19
H 0.58858 -0.76100 -2.11475 0.12
```

For the molar mass, the calculation gives 256.1 g mol⁻¹. The structure (SMILES) is C/[NH+]=C(/C)[C@@](O)(I)C(C)C. The relative energy (zero: lowest compared OMol25 entry of this formula, charge and spin) is 31.58 kcal per mole. The value obtained for the orbital gap is 8.65 eV. Its net charge is +1.

=====

An isolated molecule of C7H15N. Source: OMol25; level of theory: ωB97M-V/def2-TZVPD.

XYZ file:
```
23
Properties=species:S:1:pos:R:3:lowdin_charge:R:1
C -2.22986 0.34793 0.45060 -0.26
N -1.49097 -0.65235 -0.33210 -0.08
C -0.23248 -0.14416 -0.91851 -0.45
C 0.83819 0.24792 0.12924 -0.17
C 2.16841 0.85602 -0.39964 -0.18
C 3.30890 1.09203 0.23437 -0.03
C 0.32276 -1.21308 -1.78916 -0.10
C -2.17030 -0.13783 1.94524 -0.11
H -3.13113 0.33919 0.00961 0.05
H -1.78417 1.35159 0.45810 0.12
H -1.59022 -1.69121 0.01447 0.16
H -0.32782 0.72514 -1.56431 0.13
H 0.58759 0.76689 1.00347 0.08
H 1.17504 -0.67094 0.55105 0.09
H 2.15841 1.22248 -1.49971 0.12
H 3.43370 0.77724 1.30481 0.07
H 4.03803 1.70753 -0.25750 0.04
H 0.99848 -1.94469 -1.18082 0.11
H -0.38120 -1.67924 -2.42817 0.04
H 0.98848 -0.70289 -2.70627 0.13
H -3.25826 0.03826 2.24380 0.07
H -1.79358 -1.25880 2.26964 0.13
H -1.62798 0.62297 2.46180 0.03
```

For the molar mass, the calculation gives 113.2 g mol⁻¹. The structure (SMILES) is C=CC[C@@H](C)NCC. The relative energy (zero: lowest compared OMol25 entry of this formula, charge and spin) is 78.98 kcal per mole. The value obtained for the orbital gap is 9.32 eV. Its net charge is 0.

=====

Please write out number 2 again, unchanged.
The ion C7H15INO with charge +1. Source: OMol25; level of theory: ωB97M-V/def2-TZVPD.

XYZ file:
```
25
Properties=species:S:1:pos:R:3:lowdin_charge:R:1
C 0.58646 -0.27607 -0.26247 -0.59
C -1.62042 -1.32041 -0.18907 0.02
C 0.30585 -2.80152 0.05169 -0.06
C -0.20751 1.05989 1.91101 0.00
C 1.13371 2.61672 -1.24200 -0.05
C -0.13401 -1.39329 0.27854 -0.47
C 0.25443 1.17267 0.57602 -0.25
N 0.44000 2.29524 -0.03786 0.07
O 0.49995 0.02050 -1.60107 -0.03
I 2.91543 -0.20077 0.26043 0.81
H -2.10043 -2.08529 0.30121 0.08
H -1.72855 -1.41860 -1.23854 0.09
H -1.89929 -0.37884 0.05168 0.04
H 0.22157 -2.98284 -1.01592 0.09
H 1.36036 -3.00308 0.46735 0.10
H -0.35859 -3.49741 0.64146 0.12
H -0.02640 0.00189 2.18209 0.10
H -1.33373 1.12752 1.81867 0.15
H 0.11322 1.81513 2.60110 0.11
H 1.68664 1.79524 -1.74883 0.08
H 0.36352 2.76741 -1.92114 0.09
H 1.80522 3.44630 -1.20351 0.11
H -0.10254 -1.34200 1.30522 0.09
H 0.04115 3.14256 0.36650 0.19
H 0.58858 -0.76100 -2.11475 0.12
```

For the molar mass, the calculation gives 256.1 g mol⁻¹. The structure (SMILES) is C/[NH+]=C(/C)[C@@](O)(I)C(C)C. The relative energy (zero: lowest compared OMol25 entry of this formula, charge and spin) is 31.58 kcal per mole. The value obtained for the orbital gap is 8.65 eV. Its net charge is +1.